ORCA calculation (wB97M-V/def2-TZVPD) on a molecular structure, C31H29MoN6STe.

Results
Net charge ... +3
Energy relative to the best compared isomer or geometry (same formula, charge and spin) ... 20.2 kcal/mol
Highest occupied orbital energy (spin up / spin down) ... -15.757 / -15.745 eV
Multiplicity ... 3
Expectation value of S² ... 2.03
Max |F| ... 0.69 eV/Å
HOMO-LUMO gap (spin up / spin down) ... 7.238 / 5.691 eV

Positions of all 69 atoms, in Å:
Te (0.75385, -0.95615, -2.97409)
Mo (-0.14512, -0.26462, -0.32353)
S (-0.37317, -4.14126, -3.62677)
N (-1.41680, -0.98240, 1.39524)
N (1.76844, 1.07644, -0.62059)
N (-1.30805, 1.44558, -1.39725)
N (-1.89614, -1.22518, -1.22699)
N (1.28149, -1.38409, 0.77235)
N (0.08545, 1.11617, 1.41699)
C (0.50128, -2.56880, -5.45718)
C (-1.85129, -0.03857, 2.24940)
C (2.87709, -3.13861, 1.11431)
C (1.88296, -2.52995, 0.38417)
C (-3.64251, 1.86107, -2.11240)
C (2.69692, -1.35928, 2.69463)
C (-2.70818, -0.30926, 3.29668)
C (-3.11704, -1.61659, 3.50942)
C (-5.16616, 0.03730, -2.45460)
C (0.21338, -3.78646, -6.09470)
C (3.83174, 1.79084, -1.62125)
C (-2.66072, 0.99650, -1.71447)
C (1.72490, 2.25757, 0.02742)
C (-2.59251, -2.61054, 2.69738)
C (2.85552, 0.84825, -1.38491)
C (-4.16391, -0.87330, -2.05127)
C (1.68723, -0.81125, 1.92272)
C (-4.91552, 1.38036, -2.47261)
C (-1.74872, -2.25525, 1.66626)
C (-1.26374, 1.31120, 2.00992)
C (0.60636, 2.43679, 1.00360)
C (-2.11522, -2.52482, -1.30060)
C (-3.33186, -3.09253, -1.69456)
C (-2.90137, -0.38394, -1.65265)
C (3.71689, 3.04058, -1.03131)
C (3.30049, -2.53888, 2.29351)
C (-4.36531, -2.27285, -2.04490)
C (2.66113, 3.25663, -0.16067)
C (1.00830, 0.45638, 2.40566)
C (-0.25963, -4.72977, -5.22365)
C (0.22956, -2.59379, -4.09647)
H (0.35707, -3.96719, -7.15096)
H (1.78109, 1.16185, 2.70948)
H (-1.37698, 2.37571, -0.99830)
H (3.31842, -4.05998, 0.75990)
H (-0.81198, 1.58426, -2.27591)
H (4.45019, 3.81564, -1.21544)
H (-2.82320, -3.65337, 2.86595)
H (-5.32773, -2.67371, -2.34163)
H (0.89692, -1.69877, -5.96491)
H (-1.19961, 1.87485, 2.94287)
H (-1.87972, 1.88366, 1.31504)
H (-3.03369, 0.49144, 3.94918)
H (-0.19812, 3.01787, 0.55403)
H (-3.44035, 2.92605, -2.16411)
H (-3.79638, -1.85754, 4.31694)
H (0.44792, 0.20963, 3.30715)
H (-5.68011, 2.07902, -2.78497)
H (-0.55886, -5.74615, -5.43966)
H (1.53988, -2.95389, -0.54858)
H (4.09025, -2.98004, 2.88793)
H (-1.30210, -3.02001, 1.05325)
H (4.67596, 1.54028, -2.24976)
H (-6.13125, -0.35095, -2.75747)
H (2.56827, 4.18761, 0.38604)
H (3.00117, -0.86308, 3.60791)
H (-1.28407, -3.17164, -1.05015)
H (0.94974, 3.00145, 1.87162)
H (-3.43074, -4.16950, -1.71616)
H (2.96896, -0.14042, -1.80131)

ORCA calculation (wB97M-V/def2-TZVPD) on 2 unconnected molecules or ions with the total composition C31H29N2O3 at a distorted geometry.

Results
Net charge ... +1
Energy relative to the best compared isomer or geometry (same formula, charge and spin) ... 0.0 kcal/mol
Highest occupied orbital energy ... -9.266 eV
Max |F| ... 1.40 eV/Å
HOMO-LUMO gap ... 4.546 eV

Positions of all 65 atoms, in Å:
O (-7.03296, -4.97249, -3.60523)
O (-4.42701, -10.69375, -4.55088)
O (-1.49024, -2.12572, -3.03134)
N (-2.16037, -2.39176, -0.24918)
N (-0.33709, -4.91440, 2.54679)
C (-0.64654, -4.18458, 0.24971)
C (-6.24506, -7.49026, -4.43455)
C (-0.91990, -6.14589, 3.04371)
C (-6.02252, -5.55689, -2.89126)
C (-5.42923, -4.88581, -1.83250)
C (-4.23143, 1.46508, -5.14461)
C (-4.60779, -7.61069, -2.64326)
C (-4.48147, 1.54891, -3.76950)
C (-2.36130, -1.39527, -2.49419)
C (-8.44063, -1.16817, -2.63094)
C (-2.74047, -1.50543, -1.13659)
C (-3.36941, 0.47201, -5.63462)
C (-3.86854, 0.64875, -2.89228)
C (-1.25673, -3.34831, -0.64604)
C (-3.02654, -0.36396, -3.37640)
C (-8.99442, -1.88596, -3.70683)
C (-2.77229, -0.43006, -4.75538)
C (-6.90997, -3.00167, -2.20004)
C (-5.62994, -6.87971, -3.32074)
C (-0.98320, -4.11300, 1.61492)
C (1.05126, -4.69617, 2.90644)
C (-8.52536, -3.15533, -4.04170)
C (-5.86931, -8.74879, -4.86432)
C (-5.04615, -11.28723, -5.71336)
C (-1.98449, -3.18828, 2.00734)
C (-2.53771, -2.34658, 1.08103)
C (-4.22050, -8.86779, -3.05664)
C (-4.84862, -9.45782, -4.18146)
C (-5.86056, -3.61441, -1.49780)
C (-7.49224, -3.70305, -3.27882)
C (-7.41030, -1.71146, -1.88720)
H (1.14556, -4.63241, 4.00114)
H (1.39625, -3.75425, 2.46323)
H (-8.82137, -0.17893, -2.37616)
H (-7.03239, -6.98333, -4.98689)
H (-2.27810, -3.10961, 3.05409)
H (-0.94251, -6.14157, 4.14300)
H (-1.94231, -6.24803, 2.66098)
H (-3.43887, -9.42280, -2.53996)
H (-4.03702, 0.73433, -1.82061)
H (-5.14933, 2.31528, -3.37219)
H (-0.32577, -7.01695, 2.72180)
H (-6.12307, -11.42934, -5.55670)
H (-4.12015, -7.16877, -1.77555)
H (-2.10073, -1.19909, -5.13685)
H (-8.94573, -3.71945, -4.87407)
H (-3.45871, -0.82553, -0.69076)
H (-4.54978, -12.24892, -5.82523)
H (-5.40933, -3.08623, -0.65941)
H (-4.62966, -5.38127, -1.28781)
H (-3.15311, 0.38849, -6.69934)
H (-9.80271, -1.43958, -4.28562)
H (-6.94770, -1.19206, -1.04400)
H (-4.69715, 2.17021, -5.83242)
H (-4.88532, -10.66843, -6.60553)
H (-3.27965, -1.58809, 1.31788)
H (-6.36339, -9.18892, -5.73295)
H (0.08160, -4.90297, -0.12235)
H (-1.01234, -3.36188, -1.69490)
H (1.68955, -5.52138, 2.55495)

ORCA calculation (wB97M-V/def2-TZVPD) on 5 unconnected molecules or ions with the total composition C31H29N4O9PS at a distorted geometry.

Results
SMILES string ... CNC[C@@](C#N)([PH2]=S)[C@](O)(C#N)CN.O=C1C=CC(=O)C=C1.O=C1C=CC(=O)C=C1.O=C1C=CC(=O)C=C1.O=C1C=CC(=O)C=C1
Energy relative to the best compared isomer or geometry (same formula, charge and spin) ... 0.0 kcal/mol
Highest occupied orbital energy ... -8.607 eV
Max |F| ... 7.03 eV/Å
HOMO-LUMO gap ... 6.595 eV

Positions of all 75 atoms, in Å:
S (-4.25300, 1.43270, -2.66027)
P (-3.30531, 1.16277, -0.98609)
O (-3.13992, 3.86083, 1.55662)
O (2.24304, -2.14636, -1.93918)
O (-4.35869, -2.49223, 4.07314)
O (-3.90151, 2.67969, 6.66369)
O (3.33197, 1.74073, -1.89437)
O (-1.74515, -0.71911, -2.73860)
O (5.25229, 0.23180, 2.81530)
O (-0.80788, -6.19729, 2.73044)
O (6.59232, -3.68382, -4.55797)
N (-0.46272, -1.92989, 0.25643)
N (-1.10472, 2.87130, -3.18539)
N (0.24860, 0.28754, -4.16507)
N (-0.48730, 1.16775, 1.57986)
C (5.71066, 0.99525, 0.63793)
C (5.59429, -3.33120, -3.95793)
C (3.95940, -1.57746, -3.44654)
C (4.87754, -4.25344, -3.05164)
C (-1.39176, 1.27619, -1.12572)
C (3.35790, 0.59591, 1.46908)
C (-4.64446, 3.77416, 3.36732)
C (-4.83252, 3.47735, 4.65438)
C (3.77327, 1.39438, -0.81069)
C (3.78454, -3.86687, -2.39178)
C (-0.86761, 2.68039, -1.72604)
C (-0.80228, -0.05322, -1.84731)
C (-2.05513, 3.99123, -3.47680)
C (-2.50812, -3.07920, 2.74344)
C (-3.73000, 2.95275, 5.49020)
C (-2.65848, -5.61087, 4.06050)
C (-1.61466, -4.01053, 2.40708)
C (2.87500, 0.97654, 0.28578)
C (-0.48014, -1.14059, -0.67018)
C (-0.84508, 1.22233, 0.41964)
C (4.81193, 0.57720, 1.73506)
C (-3.54362, -3.34291, 3.76406)
C (-3.32570, 3.59231, 2.72702)
C (-3.55197, -4.67923, 4.39667)
C (-2.23001, 3.07037, 3.55638)
C (-1.62263, -5.34664, 3.03930)
C (3.24314, -2.50017, -2.54044)
C (5.22705, 1.37587, -0.54543)
C (5.05230, -1.96384, -4.10641)
C (-2.41289, 2.77175, 4.84322)
C (0.55567, 0.16248, -2.69058)
H (-2.65642, 4.36299, -2.57642)
H (1.25022, 0.99208, -2.29979)
H (-0.84963, -3.83314, 1.66232)
H (5.28760, -5.25099, -2.95520)
H (-0.17219, 3.14027, -3.56483)
H (-2.51586, -2.09590, 2.28904)
H (-1.27465, 2.94448, 3.06354)
H (-2.65030, -6.59414, 4.51464)
H (-5.79064, 3.60446, 5.14272)
H (3.54903, -0.57931, -3.54286)
H (0.32788, -0.63326, -4.62957)
H (-2.83176, 3.60062, -4.24675)
H (-3.69871, 2.24902, -0.11009)
H (5.87044, 1.68575, -1.35965)
H (0.89158, 0.97708, -4.60835)
H (-2.22579, -1.35657, -2.14162)
H (-1.61559, 2.38650, 5.46673)
H (-4.31777, -4.85573, 5.14175)
H (6.77285, 0.97521, 0.84860)
H (-5.43928, 4.15845, 2.73977)
H (-3.62226, -0.05575, -0.30121)
H (1.15989, -0.82946, -2.59282)
H (-1.52878, 4.90139, -3.96686)
H (0.26581, 2.73823, -1.47546)
H (1.81287, 0.99638, 0.07565)
H (-1.35229, 3.51834, -1.08009)
H (3.24821, -4.52951, -1.72367)
H (2.71381, 0.28612, 2.28279)
H (5.58844, -1.30098, -4.77441)

ORCA calculation (wB97M-V/def2-TZVPD) on 2 unconnected molecules or ions with the total composition C31H30BF5O2S at a distorted geometry.

Results
Energy relative to the best compared isomer or geometry (same formula, charge and spin) ... 111.6 kcal/mol
Highest occupied orbital energy ... -5.808 eV
Max |F| ... 4.44 eV/Å
HOMO-LUMO gap ... 3.914 eV

Positions of all 70 atoms, in Å:
S (1.92044, 3.36026, 2.29031)
F (-0.78095, -2.19602, 4.92576)
F (-6.78831, 1.62895, 2.85360)
F (-2.81074, -1.45871, 5.32481)
F (-3.37530, -3.45654, 2.69175)
F (-1.12909, -0.71290, 6.51078)
O (-1.83905, 4.12085, 0.92975)
O (-0.11674, 2.86159, -0.02650)
C (-2.58985, 0.81055, 0.41356)
C (1.20044, 5.41589, 3.56750)
C (-0.23582, 3.52946, -2.28900)
C (-0.24397, 4.02723, -0.86849)
C (-1.59031, 6.19004, -0.30291)
C (-1.55971, -1.30403, -0.36282)
C (2.35775, 4.81697, 3.07628)
C (-0.70302, 2.25293, 2.48559)
C (-4.67901, 1.69260, -0.69095)
C (-6.06232, 1.70750, 1.68171)
C (-3.96558, 1.30585, 0.49009)
C (-2.83601, 4.26892, -1.17796)
C (-1.42661, -2.67832, -0.29311)
C (-2.35781, -0.60562, 0.59243)
C (-1.61955, 4.68431, -0.37612)
C (-1.27613, 0.04456, 4.25842)
C (0.16867, 3.56657, 2.46594)
C (-2.98437, -1.36458, 1.62207)
C (-6.72790, 2.14894, 0.53461)
C (-1.49360, -1.08061, 5.24731)
C (0.01187, 4.80023, 3.15593)
C (-1.97411, -3.41958, 0.76637)
C (-0.14795, 0.91442, 2.30071)
C (-4.71203, 1.34622, 1.69903)
C (-0.40550, -0.12521, 3.17786)
C (1.01304, 4.87225, -0.61571)
C (-1.75717, 2.27634, 3.48387)
C (-6.00299, 2.11327, -0.66078)
C (3.73992, 5.28574, 3.33046)
C (-1.94745, 1.26929, 4.40455)
C (-2.74319, -2.73414, 1.70538)
B (-0.85421, 3.17917, 1.09737)
H (0.05306, -1.10774, 3.02907)
H (4.31388, 5.34707, 2.40860)
H (-4.23823, 1.06729, 2.63519)
H (-1.54655, 6.56118, -1.32655)
H (-3.73715, 4.73688, -0.74211)
H (-0.88813, -3.21175, -1.08076)
H (4.26195, 4.58223, 3.97618)
H (0.44656, 0.73321, 1.40663)
H (0.76809, 3.17392, -2.52849)
H (1.08615, 5.67465, -1.35469)
H (-1.22402, -0.75612, -1.24473)
H (-0.98249, 5.16285, 3.36358)
H (1.07942, 5.30717, 0.38658)
H (-0.71568, 6.57654, 0.22784)
H (-7.76322, 2.48877, 0.56911)
H (-6.49525, 2.43044, -1.57802)
H (-2.61538, 1.40797, 5.26160)
H (-0.48120, 4.33304, -2.99019)
H (-2.95333, 3.18496, -1.09983)
H (1.91595, 4.25837, -0.73223)
H (-2.35728, 3.18248, 3.54888)
H (-2.49786, 6.60226, 0.15128)
H (-2.77031, 4.56968, -2.21996)
H (1.20868, 6.29715, 4.21936)
H (-3.72175, -0.90558, 2.27214)
H (3.80614, 6.26668, 3.80820)
H (-4.17467, 1.59533, -1.65974)
H (-0.94723, 2.70765, -2.41935)
H (-1.88189, -4.50112, 0.83421)
H (-1.93882, 1.24455, -0.33793)